Record 1
An isolated ion of composition C5H8N and charge +1. Source: the OMol25 dataset; level of theory: ωB97M-V/def2-TZVPD.

Properties
molecular weight: 82.126 u
HOMO-LUMO gap (alpha / beta): 8.30 / 8.30 eV
HOMO (alpha / beta): -0.544 / -0.544 hartree
total charge: +1

Last columns: bonded neighbours and bond lengths (Å).
Element x y z (Å)
1 C 3.20 -0.62 -0.32  C2 1.289
2 C 2.10 -0.47 0.34  C1 1.289, C3 1.502
3 C 1.16 0.66 0.63  C2 1.502, N6 1.420, H7 1.144
4 C -1.10 -1.27 -0.33  C5 1.540, H8 1.131, H9 1.136, H10 1.102
5 C -1.10 0.17 0.22  C4 1.540, N6 1.612, H11 1.027, H12 1.174
6 N 0.17 0.98 -0.34  C3 1.420, C5 1.612, H13 1.110, H14 1.044
7 H 1.20 1.36 1.54  C3 1.144
8 H -1.29 -1.22 -1.44  C4 1.131
9 H -0.11 -1.78 -0.09  C4 1.136
10 H -1.68 -1.76 0.47  C4 1.102
11 H -1.08 0.34 1.23  C5 1.027
12 H -2.00 0.78 -0.22  C5 1.174
13 H 0.14 2.09 -0.35  N6 1.110
14 H 0.37 0.75 -1.33  N6 1.044

---

Record 2
A 2-piece molecular cluster, C4H12N2O2 overall. Source: the OMol25 dataset; level of theory: ωB97M-V/def2-TZVPD.

Properties
molecular weight: 120.152 u
HOMO-LUMO gap: 9.76 eV
HOMO: -0.345 hartree
total charge: 0

Last columns: bonded neighbours and bond lengths (Å).
Element x y z (Å)
1 C -0.12 -0.88 -0.94  N2 1.525, C5 1.668, H8 1.020, H9 1.060
2 N -1.40 -0.13 -0.57  C1 1.525, C3 1.428, H10 0.981
3 C -2.58 -0.89 -0.85  N2 1.428, O4 1.216, H11 1.245
4 O -2.63 -1.94 -1.45  C3 1.216
5 C 1.17 0.16 -0.77  C1 1.668, C6 1.561, N7 1.533, H12 1.046
6 C 1.53 0.33 0.74  C5 1.561, H13 1.100, H14 1.027, H15 1.064
7 N 2.34 -0.49 -1.51  C5 1.533, H16 1.018, H17 0.928
8 H -0.12 -1.17 -1.92  C1 1.020
9 H -0.01 -1.66 -0.24  C1 1.060
10 H -1.63 0.59 0.05  N2 0.981
11 H -3.54 -0.48 -0.16  C3 1.245
12 H 0.85 0.99 -1.33  C5 1.046
13 H 0.79 1.08 1.06  C6 1.100
14 H 1.41 -0.53 1.28  C6 1.027
15 H 2.43 0.87 0.92  C6 1.064
16 H 3.06 -0.77 -0.85  N7 1.018
17 H 2.75 0.21 -1.95  N7 0.928
18 H -1.02 2.02 3.35  O20 0.955
19 H -2.08 1.12 2.59  O20 1.005
20 O -1.18 1.56 2.53  H18 0.955, H19 1.005

---

Copy entry 1 word for word.
An isolated ion of composition C5H8N and charge +1. Source: the OMol25 dataset; level of theory: ωB97M-V/def2-TZVPD.

Properties
molecular weight: 82.126 u
HOMO-LUMO gap (alpha / beta): 8.30 / 8.30 eV
HOMO (alpha / beta): -0.544 / -0.544 hartree
total charge: +1

Last columns: bonded neighbours and bond lengths (Å).
Element x y z (Å)
1 C 3.20 -0.62 -0.32  C2 1.289
2 C 2.10 -0.47 0.34  C1 1.289, C3 1.502
3 C 1.16 0.66 0.63  C2 1.502, N6 1.420, H7 1.144
4 C -1.10 -1.27 -0.33  C5 1.540, H8 1.131, H9 1.136, H10 1.102
5 C -1.10 0.17 0.22  C4 1.540, N6 1.612, H11 1.027, H12 1.174
6 N 0.17 0.98 -0.34  C3 1.420, C5 1.612, H13 1.110, H14 1.044
7 H 1.20 1.36 1.54  C3 1.144
8 H -1.29 -1.22 -1.44  C4 1.131
9 H -0.11 -1.78 -0.09  C4 1.136
10 H -1.68 -1.76 0.47  C4 1.102
11 H -1.08 0.34 1.23  C5 1.027
12 H -2.00 0.78 -0.22  C5 1.174
13 H 0.14 2.09 -0.35  N6 1.110
14 H 0.37 0.75 -1.33  N6 1.044